No. 1
C18H22BrN3O4S | ωB97M-V/def2-TZVPD

- HOMO-LUMO gap: 8.21 eV
- E_LUMO: 0.1534 eV
- SMILES: Cc1ccc(NC(=O)[C@@H]2CCCN(S(=O)(=O)c3c(C)noc3C)C2)c(Br)c1

```
! wB97M-V def2-TZVPD RIJCOSX def2/J DEFGRID3
* xyz 0 1
C 3.934 -3.385 -4.694
C 2.757 -2.770 -3.883
C 2.785 -2.322 -2.584
C 1.826 -1.938 -1.934
C 0.724 -1.805 -2.578
C 0.499 -2.429 -3.890
C 1.612 -3.000 -4.578
H 1.371 -3.016 -5.707
Br -1.294 -2.244 -4.855
N -0.561 -1.472 -1.835
C -0.906 -1.019 -0.681
O 0.149 -0.824 0.000
C -1.958 -0.511 -0.292
C -2.440 -0.361 1.236
N -1.597 0.939 1.562
S -1.482 0.901 3.293
O -2.361 1.914 3.843
O -1.371 -0.338 3.915
C -0.029 1.944 3.426
C 1.213 1.063 3.264
O 2.284 2.118 3.282
N 1.630 3.115 3.554
C 0.316 3.143 3.616
C -0.545 4.155 3.860
H -0.235 5.163 4.512
H -1.500 4.013 4.123
H -0.331 4.949 2.984
C 1.418 -0.185 2.977
H 2.661 -0.575 3.117
H 1.307 -0.547 2.037
H 0.876 -0.801 3.624
C -1.988 2.127 0.853
C -1.827 1.865 -0.526
C -2.426 0.650 -1.081
H -3.559 0.799 -0.947
H -2.585 0.527 -2.118
H -2.072 2.927 -1.149
H -0.774 1.484 -0.592
H -3.142 2.238 1.108
H -1.572 2.730 1.268
H -3.381 -0.354 1.577
H -2.047 -1.441 1.793
H -2.756 -1.516 -0.635
H -1.321 -1.617 -2.420
H 1.868 -1.654 -1.086
H 3.903 -2.380 -2.079
H 4.820 -2.578 -4.691
H 3.811 -3.572 -5.646
H 4.294 -4.110 -4.340
*
```

=====

No. 2
C28H48Al2F4I3N3O14S2 | ωB97M-V/def2-TZVPD

- HOMO-LUMO gap: 1.42 eV
- E_LUMO: -4.5600 eV

```
! wB97M-V def2-TZVPD RIJCOSX def2/J DEFGRID3
* xyz 0 1
C -1.929 0.055 1.785
C -1.344 1.270 1.131
I 0.295 0.875 -0.111
C -1.802 2.522 1.265
I -3.551 2.770 2.456
N -1.249 3.681 0.700
C -0.228 4.361 1.552
C 1.124 3.767 1.225
C 2.361 4.391 1.896
C 2.935 3.324 2.820
I 4.348 2.141 1.761
C -0.542 4.384 3.035
O -0.208 3.151 3.627
C -0.078 3.234 5.022
S -0.327 1.560 5.646
H -1.345 -0.823 1.537
H -2.959 -0.100 1.467
H -1.887 0.197 2.865
H -1.943 4.318 0.339
H -0.181 5.413 1.264
H 1.142 2.725 1.515
H 1.244 3.873 0.149
H 2.170 5.328 2.423
H 3.085 4.637 1.125
H 2.168 2.607 3.089
H 3.391 3.694 3.730
H 0.076 5.169 3.486
H -1.577 4.659 3.246
H 0.909 3.612 5.298
H -0.822 3.912 5.443
H -0.814 1.906 6.834
C -3.395 -5.593 -3.994
N -3.502 -4.182 -3.678
C -2.416 -3.372 -3.924
C -2.450 -2.042 -3.671
C -3.629 -1.425 -3.154
C -4.731 -2.291 -2.911
C -4.640 -3.617 -3.168
C -3.702 -0.024 -2.898
C -4.742 0.813 -3.391
C -4.783 2.137 -3.054
N -3.846 2.678 -2.236
C -2.823 1.909 -1.777
C -2.725 0.596 -2.091
C -3.872 4.071 -1.762
H -2.535 -6.035 -3.488
H -3.293 -5.719 -5.072
H -4.271 -6.161 -3.664
H -1.538 -3.859 -4.327
H -1.571 -1.449 -3.885
H -5.654 -1.903 -2.502
H -5.483 -4.272 -2.995
H -5.511 0.415 -4.038
H -5.562 2.799 -3.404
H -2.106 2.398 -1.136
H -1.903 0.028 -1.676
H -2.923 4.541 -2.013
H -4.017 3.967 -0.681
H -4.688 4.634 -2.202
C 6.152 1.082 -1.608
O 6.187 2.082 -2.321
O 7.016 0.780 -0.734
O 5.245 0.206 -1.642
C 9.109 3.654 -2.331
C 9.790 3.875 -0.995
O 8.935 3.558 0.098
H 8.200 4.252 -2.395
H 9.766 3.921 -3.161
H 8.818 2.609 -2.443
H 10.067 4.921 -0.865
H 10.703 3.271 -0.933
H 8.676 2.632 0.020
Al -5.538 -6.581 -1.728
O -0.874 -2.383 -7.059
H -1.625 -2.304 -7.655
H -1.262 -2.443 -6.182
C 2.537 -0.520 4.040
C 1.940 -2.018 3.997
O 2.094 -2.567 2.908
O 1.412 -2.342 5.057
H 2.985 -0.274 3.091
H 1.727 0.173 4.264
H 3.287 -0.462 4.826
F -4.696 -8.907 -3.554
Al -4.878 -10.528 -3.064
F -4.013 -10.640 -1.640
F -4.304 -11.521 -4.259
F -6.514 -10.711 -2.783
O 4.880 5.807 3.848
H 5.626 5.360 3.430
H 4.925 6.710 3.520
C -0.608 -4.257 1.311
C -0.969 -5.467 2.139
O -2.323 -5.190 2.561
S -3.092 -4.369 1.445
O -3.874 -5.244 0.637
O -3.678 -3.228 2.052
O -1.821 -3.933 0.598
H -0.339 -3.407 1.938
H 0.192 -4.453 0.604
H -0.328 -5.601 3.004
H -0.974 -6.380 1.541
O 5.390 -0.677 3.106
H 5.902 -0.139 2.486
*
```

=====

No. 3
C11H16Br4IrN2O3 | ωB97M-V/def2-TZVPD

- HOMO-LUMO gap (spin up / spin down): 5.68 / 5.68 eV
- E_LUMO (spin up / spin down): -9.3881 / -9.3733 eV

```
! wB97M-V def2-TZVPD RIJCOSX def2/J DEFGRID3
* xyz 2 2
Ir -0.279 -0.040 0.063
Br 4.391 -5.702 0.106
C 3.677 -3.973 0.099
C 4.544 -2.860 0.102
Br 6.399 -3.106 0.094
C 4.018 -1.559 0.123
Br 5.107 -0.046 0.118
C 2.614 -1.335 0.146
O 2.083 -0.201 0.186
C 1.714 -2.490 0.105
O 0.484 -2.246 0.082
C 2.284 -3.792 0.094
Br 1.112 -5.245 0.084
N 0.901 2.050 0.094
C 0.519 3.471 -0.023
C -0.957 3.651 0.295
C -1.816 3.084 -0.846
C -2.909 2.174 -0.319
N -2.368 0.848 0.069
H 1.331 1.903 1.009
H 1.617 1.837 -0.599
H 0.712 3.821 -1.040
H 1.123 4.079 0.660
H -1.173 4.711 0.434
H -1.176 3.133 1.233
H -1.193 2.512 -1.540
H -2.268 3.899 -1.407
H -3.670 2.041 -1.089
H -3.383 2.640 0.545
H -2.751 0.161 -0.577
H -2.714 0.605 0.996
C -3.365 -2.298 0.128
O -2.013 -1.851 0.066
H -3.538 -2.863 1.049
H -3.589 -2.944 -0.726
H -4.033 -1.436 0.111
H -1.436 -2.628 0.076
*
```

=====

The following ΔE to the lowest compared entry with this formula, charge and spin values (in kcal per mole) correspond, in order, to the records above: 490.3, 0.0, 41.2.
The following calculated total energy values (in Eh) correspond, in order, to the records above: -4135.7641, -4886.8327, -11163.6474.